{"formula": "C52H48BrMoN7O3S3", "method": "ωB97M-V/def2-TZVPD", "symbols": ["Mo", "O", "C", "N", "C", "O", "C", "C", "C", "C", "C", "N", "C", "C", "C", "C", "C", "N", "H", "H", "H", "H", "H", "H", "H", "H", "C", "C", "C", "C", "C", "C", "C", "Br", "C", "O", "C", "C", "C", "C", "C", "C", "H", "H", "H", "H", "H", "H", "H", "H", "H", "H", "H", "H", "H", "H", "H", "H", "H", "H", "H", "H", "S", "C", "C", "C", "C", "C", "C", "N", "C", "C", "C", "C", "C", "C", "C", "C", "N", "C", "C", "C", "C", "C", "S", "C", "H", "H", "H", "H", "H", "H", "H", "H", "H", "H", "H", "H", "C", "C", "C", "C", "N", "C", "S", "N", "C", "H", "H", "H", "H", "H", "H", "H", "H"], "xyz": [[0.98064, -1.25696, -0.08689], [3.78106, -3.01071, 2.43509], [3.15367, -2.34062, 1.67115], [1.92513, -2.66671, 1.05518], [1.42715, -3.97062, 1.19216], [1.95956, -4.89502, 1.73668], [0.11184, -4.13232, 0.49523], [-0.55823, -5.32961, 0.60265], [-1.75977, -5.48086, -0.06406], [-2.23388, -4.41190, -0.80584], [-1.51065, -3.24042, -0.84868], [-0.33837, -3.08327, -0.21515], [3.68308, -1.01875, 1.17859], [4.94894, -0.59507, 1.50407], [5.42607, 0.57443, 0.92952], [4.61764, 1.25349, 0.03224], [3.35335, 0.76790, -0.23121], [2.88410, -0.34395, 0.34651], [-0.11475, -6.10673, 1.21017], [-2.31824, -6.40707, -0.00164], [-3.16961, -4.46832, -1.34599], [-1.90970, -2.40153, -1.38626], [5.52669, -1.19230, 2.19756], [6.41630, 0.94420, 1.16690], [4.95280, 2.15828, -0.45745], [2.68637, 1.28421, -0.90542], [2.05452, 4.53989, 5.05916], [0.71966, 4.62629, 4.30374], [0.58499, 6.02973, 3.71311], [-0.44033, 4.39239, 5.28331], [0.67529, 3.54292, 3.22738], [0.81448, 2.20275, 3.58129], [0.75189, 1.23457, 2.61099], [1.04092, -0.54313, 3.18429], [0.52150, 1.50933, 1.25145], [0.39282, 0.45947, 0.37169], [0.40267, 2.84742, 0.86945], [0.49561, 3.81196, 1.88340], [0.18799, 3.40955, -0.55853], [1.41218, 4.25923, -0.94320], [-0.01468, 2.34497, -1.63431], [-1.08278, 4.27684, -0.58231], [2.10268, 5.32368, 5.81903], [2.89669, 4.67733, 4.37550], [2.17641, 3.57921, 5.56513], [0.62229, 6.76343, 4.52041], [-0.36795, 6.16152, 3.19249], [1.40207, 6.25865, 3.02268], [-0.42644, 5.15570, 6.06562], [-0.36876, 3.41517, 5.76705], [-1.40159, 4.45181, 4.76569], [0.98566, 1.90429, 4.60795], [0.40976, 4.84627, 1.58402], [2.33545, 3.67722, -0.85135], [1.51595, 5.14369, -0.31355], [1.32044, 4.59739, -1.97878], [0.80375, 1.62841, -1.70236], [-0.11133, 2.83311, -2.60685], [-0.93969, 1.80168, -1.44256], [-1.02547, 5.12634, 0.09808], [-1.95639, 3.68019, -0.30558], [-1.24172, 4.67022, -1.59046], [-3.76286, 1.65033, -1.60669], [-5.06781, 2.40265, -2.40220], [-5.08591, 2.11533, -3.73284], [-4.01003, 1.27166, -4.11320], [-3.19959, 0.92595, -3.06718], [-1.97179, 0.11601, -3.10259], [-1.28189, -0.17817, -1.91521], [-0.12733, -0.81877, -1.89193], [0.39400, -1.28906, -3.04548], [-0.21467, -1.06915, -4.27297], [0.42512, -1.59046, -5.45294], [1.57737, -2.28251, -5.36833], [2.20521, -2.53842, -4.09526], [3.39095, -3.26654, -3.94770], [3.92245, -3.48809, -2.69326], [3.21758, -2.96282, -1.59735], [2.09416, -2.26748, -1.69621], [1.59843, -2.04510, -2.94717], [5.16218, -4.24197, -2.45757], [5.73798, -4.57794, -1.26146], [6.94627, -5.30734, -1.41048], [7.26576, -5.51013, -2.71696], [6.11422, -4.82659, -3.76598], [-1.41465, -0.34087, -4.28166], [-5.75231, 3.02605, -1.84304], [-5.83158, 2.49458, -4.41872], [-3.85710, 0.93785, -5.13300], [-1.67626, 0.11321, -0.94404], [-0.03892, -1.40947, -6.41542], [2.05331, -2.66788, -6.26274], [3.88627, -3.66392, -4.82794], [3.59749, -3.14712, -0.60775], [5.31988, -4.33846, -0.28947], [7.54446, -5.66831, -0.58482], [8.12180, -6.03254, -3.12147], [-1.89499, -0.12691, -5.23014], [-6.36289, -0.30539, 4.19631], [-5.77409, -0.63922, 2.86522], [-6.48277, -0.78626, 1.71182], [-5.77905, -1.10206, 0.53669], [-4.45808, -1.23819, 0.50304], [-3.74514, -1.08997, 1.63922], [-2.06762, -1.25850, 1.73588], [-4.43366, -0.80277, 2.79707], [-6.50550, -1.30726, -0.75703], [-7.44552, -0.24135, 4.13541], [-5.97438, 0.65174, 4.55042], [-6.09600, -1.06431, 4.93476], [-7.55759, -0.66989, 1.70903], [-3.86784, -0.71749, 3.62951], [-7.58001, -1.17577, -0.64973], [-6.30224, -2.31294, -1.12991], [-6.12460, -0.60723, -1.50474]], "lowdin_spin": [1.664, 0.020, 0.006, 0.018, 0.005, 0.014, 0.007, -0.002, 0.008, -0.001, 0.007, -0.001, 0.008, -0.002, 0.011, -0.001, 0.016, 0.010, 0.000, 0.000, 0.000, 0.001, 0.000, 0.001, 0.000, 0.002, 0.000, 0.001, 0.000, 0.000, 0.005, 0.000, 0.005, 0.012, 0.005, 0.078, 0.006, -0.001, 0.001, 0.001, 0.001, 0.000, 0.000, 0.000, 0.000, 0.000, 0.000, 0.000, 0.000, 0.000, 0.000, 0.000, 0.000, 0.000, 0.000, 0.000, 0.000, 0.000, 0.001, 0.000, 0.000, 0.000, 0.000, -0.001, 0.000, -0.001, 0.000, 0.000, 0.018, 0.019, 0.006, 0.000, -0.002, -0.001, 0.000, 0.014, 0.000, 0.015, 0.000, 0.006, 0.000, -0.001, 0.000, -0.002, 0.000, 0.012, 0.000, 0.000, 0.000, 0.000, 0.000, 0.000, 0.001, 0.001, 0.000, 0.000, 0.000, 0.001, 0.000, 0.000, 0.000, 0.000, 0.000, 0.002, 0.008, 0.000, 0.000, 0.000, 0.000, 0.000, 0.000, 0.000, 0.000, 0.000, 0.000], "molar_mass_g_mol": 1091.0, "lumo_ev": [-5.69, -6.36], "gap_ev": [6.7057, 6.0367], "s2": 2.014, "total_charge": 2, "multiplicity": 3, "homo_ev": [-12.40, -12.39]}